No. 1
The following is a DFT calculation (ωB97M-V/def2-TZVPD) of C8H18O8SV as an isolated structure at a distorted geometry.

Results
Net charge: -1
Orbital gap in eV: 4.6
E in Eh: -2259.58797

```
36
Properties=species:S:1:pos:R:3:forces:R:3:mulliken_charge:R:1
V 2.32042 -2.74768 0.58880 0.023 -2.379 -1.273 1.788
S -3.26450 3.02370 0.85893 1.376 -1.536 2.849 1.132
O -2.72086 3.17071 -0.44383 -0.805 1.444 -0.687 -0.579
O -4.64019 2.67512 1.17254 1.203 1.147 -0.660 -0.603
O -0.51807 -4.83701 -0.06055 0.102 -0.670 -0.785 -0.703
O -2.72150 4.26390 1.87508 -0.302 -2.286 -3.006 -0.284
O 3.47821 -3.68347 1.16901 -1.310 1.496 -0.389 -0.652
O -1.08712 -3.32089 1.38831 -0.379 1.023 0.808 -0.704
O 2.49525 -1.28449 1.05096 0.342 0.437 0.508 -0.621
O 3.24200 -2.50269 -2.88810 -0.437 0.152 -0.989 -0.724
C -2.20121 1.78629 1.56765 -0.899 -0.073 -0.194 -0.937
C -2.85065 -4.76125 0.54894 -0.236 -0.580 -0.547 -0.944
C 3.91742 -1.11207 -4.92077 -0.855 -0.378 2.496 -1.165
C 5.24989 -1.39635 -2.71289 0.632 0.049 -1.535 -1.153
C -1.38362 -4.27291 0.63630 0.790 -0.026 0.072 0.667
C -2.52567 5.64840 3.57821 0.526 0.640 0.975 -1.312
C 4.28645 -2.04197 -3.71108 -0.667 -0.293 1.839 0.388
C -3.34456 4.46942 3.10439 -0.121 2.490 0.479 -0.024
H -1.45686 5.45405 3.66758 0.048 -0.727 -0.218 0.336
H -3.46982 -4.70595 1.44431 0.369 0.489 0.157 0.286
H 6.13528 -1.22879 -3.32617 0.624 0.627 0.327 0.394
H -1.14923 2.05575 1.47360 -0.280 0.231 0.144 0.310
H -2.93992 -5.79254 0.20750 0.617 -0.261 0.188 0.302
H 3.12231 -1.67247 -5.41254 0.412 0.190 -0.801 0.301
H -4.35439 4.80796 2.87261 -0.259 -0.299 0.541 0.270
H 4.80303 -0.46027 -2.37800 0.204 -0.061 0.309 0.269
H 4.81031 -2.86200 -4.20222 0.264 -0.743 0.099 0.169
H 4.81157 -0.78809 -5.45335 -0.268 -0.294 -0.395 0.345
H 5.52470 -2.09004 -1.91831 -0.323 0.180 0.041 0.252
H -2.54237 6.48247 2.87667 -0.565 0.152 0.278 0.317
H 3.42316 -0.25968 -4.45465 -0.008 0.422 -0.243 0.276
H -2.57015 1.67980 2.58777 0.429 -0.443 -0.018 0.306
H -3.37818 -4.27381 -0.27095 0.099 0.658 0.124 0.231
H -2.78651 5.88919 4.60878 -0.417 0.584 -0.114 0.387
H -3.31943 3.76868 3.93893 0.050 -1.073 -0.775 0.287
H -2.39521 0.91900 0.93655 0.019 -0.289 0.395 0.395
```
Forces are in eV/Å.

***

No. 2
The following is a DFT calculation (ωB97M-V/def2-TZVPD) of a 2-piece molecular cluster, CClF2O2S overall at a distorted geometry.

Results
Net charge: -1
Orbital gap (alpha / beta) in eV: 8.0 / 8.0
E in Eh: -1246.69585

```
7
Properties=species:S:1:pos:R:3:forces:R:3:mulliken_charge:R:1
Cl -0.41827 -0.94110 -2.91388 0.122 0.252 1.238 -0.664
S -0.27274 1.31999 0.56883 1.192 1.474 0.284 0.584
F -0.94961 -1.34592 0.21593 -0.925 -0.410 -0.490 -0.075
F 1.10237 -1.01922 0.02331 -1.165 0.835 -0.671 -0.136
O 1.07439 1.91050 0.47455 -1.115 -0.451 -0.421 -0.549
O -0.42801 0.55621 1.81522 -0.381 0.138 0.667 -0.558
C -0.10813 -0.48046 -0.18397 2.271 -1.838 -0.606 0.398
```
Forces are in eV/Å.